A cluster of 2 separate species, C33H67BN3O4S in total at a distorted geometry, computed with wB97M-V/def2-TZVPD.

Summary:
net charge	-1
E	-2185.16164	Ha
HOMO level	-4.997	eV
LUMO	1.3	eV
largest force on an atom	6.32	eV/Å

Last column: Mulliken charge in e.
Cartesian coordinates (Å):
C (9.153, -0.849, 3.858)  -0.87
C (10.039, 0.036, 2.795)  -0.45
C (9.007, 1.011, 1.937)  -0.48
C (9.050, 0.697, 0.320)  -0.81
C (8.519, -0.827, -0.049)  -0.36
C (6.881, -0.810, -0.337)  -0.56
C (6.662, -1.267, -1.912)  -0.61
C (5.169, -0.908, -2.508)  -0.39
C (4.606, -2.268, -3.232)  -0.71
C (2.978, -2.442, -3.124)  -0.54
C (2.620, -2.557, -1.513)  -0.42
C (1.110, -3.226, -1.397)  -0.31
C (1.128, -4.170, -0.041)  -0.88
C (1.014, -3.161, 1.284)  1.16
C (0.409, -4.080, 2.498)  -1.02
B (-0.670, -3.325, 3.480)  0.26
C (-2.215, -3.278, 2.920)  -0.55
C (-2.378, -2.841, 1.349)  -0.44
C (-2.315, -1.201, 1.092)  -0.22
C (-3.363, -0.350, 2.041)  -0.42
C (-4.214, 0.746, 1.165)  -0.61
C (-3.231, 1.944, 0.559)  -0.06
C (-3.176, 3.224, 1.596)  -0.57
S (-3.427, 4.811, 0.633)  -0.11
C (-2.076, 4.978, -0.682)  0.31
N (-2.204, 4.993, -2.161)  -0.02
N (-1.024, 5.382, -2.802)  -0.43
C (0.022, 5.611, -1.756)  0.05
O (-0.631, 5.329, -0.456)  -0.29
C (-0.257, -1.799, 3.933)  -0.01
C (1.473, -1.807, 4.367)  0.12
C (2.440, -0.711, 3.429)  -0.51
O (2.016, -0.486, 5.002)  -0.49
H (8.186, -0.266, 4.201)  0.26
H (9.819, -1.022, 4.816)  0.28
H (8.850, -1.842, 3.305)  0.21
H (10.707, -0.601, 2.069)  0.28
H (10.771, 0.772, 3.368)  0.31
H (7.893, 0.838, 2.317)  0.21
H (9.245, 2.145, 2.099)  0.31
H (10.157, 0.882, -0.039)  0.32
H (8.384, 1.534, -0.192)  0.31
H (8.820, -1.568, 0.812)  0.21
H (9.025, -1.148, -1.061)  0.35
H (6.429, -1.672, 0.330)  0.16
H (6.414, 0.232, -0.075)  0.36
H (7.442, -0.709, -2.620)  0.23
H (6.907, -2.433, -1.939)  0.29
H (4.490, -0.479, -1.657)  0.21
H (5.203, -0.066, -3.354)  0.33
H (4.875, -2.236, -4.379)  0.32
H (5.088, -3.273, -2.806)  0.29
H (2.366, -1.533, -3.552)  0.24
H (2.684, -3.478, -3.602)  0.31
H (3.412, -3.262, -0.968)  0.19
H (2.621, -1.522, -0.961)  0.11
H (0.242, -2.418, -1.398)  0.13
H (0.860, -3.960, -2.296)  0.32
H (0.260, -4.978, -0.037)  0.39
H (2.162, -4.750, 0.067)  0.30
H (0.332, -2.271, 0.946)  -0.59
H (2.090, -2.707, 1.511)  0.16
H (-0.058, -5.094, 2.122)  0.20
H (1.339, -4.369, 3.188)  -0.04
H (-0.705, -3.970, 4.490)  -0.38
H (-2.686, -4.360, 3.031)  0.12
H (-2.821, -2.572, 3.659)  0.06
H (-3.486, -3.154, 1.032)  0.41
H (-1.675, -3.448, 0.601)  0.01
H (-2.706, -1.054, -0.026)  0.37
H (-1.231, -0.761, 1.112)  0.01
H (-2.804, 0.150, 2.970)  0.09
H (-4.159, -1.150, 2.431)  0.31
H (-5.038, 1.195, 1.872)  0.38
H (-4.726, 0.161, 0.264)  0.20
H (-3.767, 2.314, -0.438)  -0.12
H (-2.150, 1.526, 0.297)  0.26
H (-2.120, 3.189, 2.133)  0.32
H (-4.070, 3.143, 2.347)  0.37
H (1.134, 6.097, -1.902)  0.31
H (-0.821, -1.571, 4.937)  0.21
H (-0.376, -0.981, 3.105)  -0.34
H (1.986, -2.908, 4.685)  0.18
H (3.606, -0.816, 3.436)  0.24
H (1.800, 0.096, 2.873)  0.22
C (-7.750, 3.793, -5.276)  -0.71
O (-6.838, 2.839, -4.750)  -0.34
C (-5.891, 3.399, -3.832)  -0.87
C (-6.199, 2.962, -2.391)  0.53
N (-7.421, 3.599, -1.886)  -0.45
C (-7.941, 3.004, -0.651)  -0.67
C (-8.330, 1.511, -0.678)  -0.40
O (-9.481, 1.217, -1.472)  -0.47
C (-9.226, 1.115, -2.866)  -0.55
H (-8.270, 3.334, -6.121)  0.23
H (-8.497, 4.074, -4.534)  0.30
H (-7.228, 4.687, -5.639)  0.33
H (-5.818, 4.488, -3.919)  0.38
H (-4.914, 2.983, -4.109)  0.35
H (-5.359, 3.233, -1.740)  -0.04
H (-6.292, 1.872, -2.392)  0.16
H (-8.144, 3.540, -2.597)  0.10
H (-8.836, 3.578, -0.386)  0.38
H (-7.213, 3.170, 0.151)  0.35
H (-8.604, 1.234, 0.347)  0.37
H (-7.494, 0.857, -0.946)  0.31
H (-8.244, 0.690, -3.082)  0.28
H (-9.339, 2.092, -3.334)  0.17
H (-9.987, 0.460, -3.304)  0.31

Atoms 1-3, force components in eV/Å:
0.784 0.278 -0.194
-0.586 1.399 0.211
-0.349 -0.433 -0.625